[1]
A structure of composition C4H4LuO2. Source: OMol25; level of theory: ωB97M-V with the def2-TZVPD basis set.

XYZ file:
```
11
Properties=species:S:1:pos:R:3:forces:R:3
O 2.31915 0.28556 0.28406 0.27 1.65 -0.58
C 1.18330 -0.36893 0.46330 -0.76 -1.16 -0.84
H 1.00597 -0.73798 1.49116 -0.19 0.29 -0.44
C 0.25662 -0.58390 -0.53841 0.92 0.25 0.31
C -1.17954 -0.63567 -0.14137 0.88 0.09 0.43
C -1.38020 0.71800 0.57603 -1.89 0.56 1.17
O -0.79070 1.75933 0.13670 1.66 0.19 -0.96
Lu 1.33582 2.08456 -0.41264 -1.24 -2.21 0.97
H 0.51634 -0.35374 -1.58125 0.18 -0.02 0.31
H -1.33651 -1.38818 0.65420 -0.16 0.30 -0.48
H -1.93025 -0.77905 -0.93176 0.32 0.06 0.13
```
Positions in Å, forces in eV/Å.

Its lowest unoccupied orbital energy (spin up / spin down) is -0.52 / -1.51 eV. Its spin multiplicity is 2. For the orbital gap (spin up / spin down), the calculation gives 6.0981 / 5.0999 eV. The HOMO energy (spin up / spin down) is -6.62 / -6.61 eV.

---

[2]
A structure of composition C4H4LuO2. Source: OMol25; level of theory: ωB97M-V with the def2-TZVPD basis set.

XYZ file:
```
11
Properties=species:S:1:pos:R:3:forces:R:3
C 2.65901 1.18230 1.36587 0.60 -0.23 0.01
O 3.61760 0.55155 1.26199 -0.45 0.45 0.14
H 4.55984 0.25229 1.37169 0.61 -0.13 0.08
C -0.40007 0.87384 0.41268 -1.98 -1.34 -0.58
C -0.84600 -0.11938 -0.31210 0.15 4.09 0.72
C -1.28324 -0.93556 -1.33471 4.58 -2.58 2.72
O -2.46296 -1.19408 -1.64972 -6.19 -0.82 0.06
Lu -4.60614 -1.63284 -1.21697 2.95 0.55 -1.18
H -0.60555 0.89995 1.49016 0.55 -0.17 0.06
H -0.17856 1.84426 -0.04855 0.34 -0.12 -0.19
H -0.45393 -1.72233 -1.34036 -1.17 0.30 -1.85
```
Positions in Å, forces in eV/Å.

Its lowest unoccupied orbital energy (spin up / spin down) is -19.55 / -19.58 eV. Its spin multiplicity is 2. For the orbital gap (spin up / spin down), the calculation gives 5.7296 / 5.9296 eV. Its total charge is +4. The HOMO energy (spin up / spin down) is -25.28 / -25.51 eV.

---

[3]
A structure of composition C4H4MgO5. Source: OMol25; level of theory: ωB97M-V with the def2-TZVPD basis set.

XYZ file:
```
14
Properties=species:S:1:pos:R:3:forces:R:3
O -2.81937 -1.64665 -0.18395 0.80 0.70 1.55
C -1.69847 -1.68319 0.34469 -0.57 -3.11 -3.35
O -1.02112 -2.70223 0.65011 0.58 0.39 1.08
O -0.91961 -0.55089 0.24172 1.85 2.80 -0.28
C 0.08946 -0.43362 -0.80673 -2.15 0.12 0.11
H -0.19847 -1.04827 -1.67324 0.13 -0.19 0.43
C 0.07981 1.01974 -1.25606 0.69 0.21 0.11
H -0.94363 1.35948 -1.49405 0.41 -0.26 0.13
H 0.50776 1.68706 -0.49186 -0.30 -0.02 -0.15
H 0.72551 1.12666 -2.14151 -0.24 -0.02 0.15
C 1.48332 1.36727 2.17849 -0.86 0.64 0.54
O 2.18481 0.51364 1.79842 0.25 -0.55 -0.37
O 0.79830 2.19700 2.58362 0.44 -0.34 -0.28
Mg 1.73170 -1.20600 0.25035 -1.01 -0.35 0.34
```
Positions in Å, forces in eV/Å.

Its lowest unoccupied orbital energy (spin up / spin down) is -2.23 / -2.23 eV. For the orbital gap (spin up / spin down), the calculation gives 5.6271 / 5.6271 eV. The HOMO energy (spin up / spin down) is -7.86 / -7.86 eV.

---

[4]
An isolated molecule of C4H4N2. Source: OMol25; level of theory: ωB97M-V with the def2-TZVPD basis set.

XYZ file:
```
10
Properties=species:S:1:pos:R:3:forces:R:3
N -0.74968 -1.02644 -0.33917 -2.85 0.57 -0.13
C -0.53964 0.28445 0.47195 -0.28 -1.60 -0.82
C 0.85069 0.03353 0.35329 1.91 1.70 1.28
C 2.03313 -0.09478 0.12021 -0.21 -0.72 0.00
C -0.91382 1.65834 -0.02248 -0.55 -0.10 -0.95
N -1.17233 2.73377 -0.37401 0.39 -1.59 0.60
H -0.64402 -0.95369 -1.33139 0.21 0.24 -0.19
H -0.42603 -1.92807 0.02919 -0.03 1.27 0.25
H -1.06808 0.14473 1.41989 0.54 -0.01 0.04
H 2.62976 -0.85184 -0.32748 0.86 0.23 -0.08
```
Positions in Å, forces in eV/Å.

Its lowest unoccupied orbital energy is 0.54 eV. For the orbital gap, the calculation gives 9.6288 eV. Its SMILES is C#C[C@H](N)C#N. The HOMO energy is -9.09 eV.

---

[5]
A cluster of 2 separate species, C4H4N2 in total. Source: OMol25; level of theory: ωB97M-V with the def2-TZVPD basis set.

XYZ file:
```
10
Properties=species:S:1:pos:R:3:forces:R:3
C 0.82078 -1.21819 0.19149 0.09 -2.67 -0.90
C 0.09114 -0.17010 0.03334 -0.93 -0.58 0.78
C 1.58949 0.04054 0.07247 -0.80 2.10 -1.91
C -1.20332 0.46122 -0.06779 1.49 6.66 0.16
N -2.40775 -0.03031 -0.57376 -1.59 -0.72 -0.06
N -2.45935 0.21390 0.63171 0.51 -0.99 -0.60
H 0.91052 -2.33088 -0.01719 -0.13 1.73 0.83
H 1.87360 0.67601 0.91287 0.75 -0.58 -0.08
H 1.91538 0.36014 -0.97433 0.39 -0.36 1.64
H -1.13049 1.99767 -0.20880 0.22 -4.60 0.14
```
Positions in Å, forces in eV/Å.

Its lowest unoccupied orbital energy is 0.15 eV. For the orbital gap, the calculation gives 9.4695 eV. The HOMO energy is -9.32 eV.

---

[6]
An isolated molecule of C4H4N2. Source: OMol25; level of theory: ωB97M-V with the def2-TZVPD basis set.

XYZ file:
```
10
Properties=species:S:1:pos:R:3:forces:R:3
N -1.12674 -0.91995 -0.46699 -0.04 -0.20 -0.16
C -0.35022 -0.15049 0.48877 0.01 0.55 -0.03
C 1.10616 -0.27101 0.31706 0.63 0.08 -0.09
C 2.29709 -0.17856 0.18539 -0.49 -0.06 0.04
C -0.63932 1.30786 0.10649 -0.07 -0.06 -0.81
N -0.81704 2.11640 -0.70973 0.12 -0.44 1.51
H -1.12085 -0.36098 -1.31539 -0.14 -0.53 -0.20
H -2.09315 -0.96019 -0.15083 0.17 -0.01 -0.08
H -0.60495 -0.51989 1.49477 -0.08 0.81 -0.21
H 3.34903 -0.06320 0.05046 -0.12 -0.13 0.03
```
Positions in Å, forces in eV/Å.

Its lowest unoccupied orbital energy is 0.63 eV. For the orbital gap, the calculation gives 11.1683 eV. Its SMILES is C#C[C@H](N)C#N. The HOMO energy is -10.54 eV.

---

The records above give, respectively, strongest force on any atom values of 2.71; 6.24; 4.60; 2.91; 6.83; 1.58 eV/Å.
The records above give, respectively, energy values of -41923.742; -41869.329; -19893.013; -7188.507; -7185.903; -7189.869 eV.
The records above give, respectively, energy relative to the best compared isomer or geometry (same formula, charge and spin) values of 0.0; 0.0; 98.3; 403.4; 654.7; 272.1 kJ/mol.